81
Properties=species:S:1:pos:R:3:mulliken_charge:R:1 method="wB97M-V/def2-TZVPD" smiles="CCCCN(CCCCC1=C(F)C(=O)C=C(OCC)C1=O)C(=S)SCCC.Fc1ccccc1.Fc1ccccc1" total_charge=0 multiplicity=1 orbital_gap_ev=7.04 homo_energy_ev=-8.192 lumo_energy_ev=-1.1
C 5.817 -2.846 1.475 -1.034
C 4.491 -2.464 2.175 -0.353
C 3.256 -3.246 1.639 -0.843
C 2.143 -2.337 1.051 -1.079
N 1.880 -2.460 -0.390 0.481
C 1.402 -3.784 -0.796 -1.214
C 0.320 -3.717 -1.897 -1.031
C -1.135 -3.720 -1.368 -0.757
C -1.282 -2.790 -0.147 -0.398
C -2.701 -2.425 0.177 -0.239
C -3.544 -3.332 0.567 0.823
F -3.206 -4.587 0.666 -0.300
C -4.949 -2.967 0.913 -0.332
O -5.688 -3.740 1.426 -0.545
C -5.375 -1.599 0.547 -0.560
C -4.561 -0.658 0.157 0.039
O -5.099 0.529 -0.193 -0.447
C -4.406 1.682 0.330 -0.298
C -3.571 2.331 -0.806 -1.132
C -3.091 -0.974 0.074 1.026
O -2.226 -0.170 -0.037 -0.541
C 2.928 -1.976 -1.185 -0.189
S 4.257 -2.782 -1.640 -0.179
S 2.744 -0.249 -1.732 -0.110
C 3.833 0.686 -0.590 -0.495
C 5.300 0.719 -1.033 -0.154
C 5.497 1.434 -2.380 -1.113
H 6.270 -2.008 0.941 0.133
H 5.665 -3.650 0.755 0.274
H 6.561 -3.208 2.185 0.338
H 4.621 -2.747 3.220 0.378
H 4.320 -1.387 2.177 0.341
H 3.558 -4.048 0.969 0.566
H 2.820 -3.731 2.517 0.370
H 2.442 -1.300 1.222 0.546
H 1.201 -2.464 1.586 0.355
H 2.185 -4.465 -1.140 0.713
H 0.973 -4.253 0.092 0.566
H 0.440 -4.625 -2.494 0.397
H 0.516 -2.876 -2.566 0.355
H -1.452 -4.745 -1.183 0.385
H -1.742 -3.333 -2.192 0.391
H -0.631 -1.932 -0.301 0.563
H -0.880 -3.317 0.722 0.186
H -6.436 -1.407 0.606 0.325
H -3.751 1.417 1.156 0.376
H -5.101 2.449 0.668 0.456
H -2.506 2.286 -0.601 0.284
H -3.885 3.352 -1.021 0.323
H -3.734 1.747 -1.711 0.337
H 3.487 1.719 -0.551 0.489
H 3.743 0.269 0.412 0.073
H 5.734 -0.279 -1.028 0.267
H 5.835 1.331 -0.296 0.221
H 6.387 1.019 -2.852 0.346
H 4.649 1.258 -3.044 0.317
H 5.607 2.513 -2.241 0.187
F -10.835 0.231 1.790 -0.314
C -10.176 0.750 0.736 0.352
C -10.882 1.456 -0.217 -0.507
C -10.200 1.994 -1.299 -0.275
C -8.829 1.812 -1.418 -0.765
C -8.134 1.094 -0.452 0.155
C -8.811 0.563 0.637 -0.613
H -11.952 1.581 -0.109 0.415
H -10.740 2.557 -2.049 0.367
H -8.300 2.229 -2.266 0.411
H -7.062 0.946 -0.545 0.465
H -8.290 0.007 1.407 0.453
F 5.119 3.994 -1.020 -0.268
C 5.656 4.776 -0.059 0.384
C 6.173 6.008 -0.405 -0.497
C 6.720 6.810 0.585 -0.363
C 6.750 6.368 1.902 -0.516
C 6.229 5.124 2.229 -0.488
C 5.672 4.321 1.244 -0.183
H 6.146 6.330 -1.438 0.412
H 7.123 7.781 0.330 0.356
H 7.181 6.994 2.672 0.367
H 6.256 4.777 3.254 0.351
H 5.253 3.352 1.481 0.419



24
Properties=species:S:1:pos:R:3:mulliken_charge:R:1 method="wB97M-V/def2-TZVPD" e_above_lowest_kj_mol=645.41 total_charge=0 multiplicity=1 orbital_gap_ev="8.01 / 7.07" homo_energy_ev="-7.879 / -6.980" lumo_energy_ev="0.1 / 0.1"
C -2.822 -1.734 1.173 -0.496
C -2.819 -0.563 0.648 -0.399
C 2.360 -1.003 -0.893 -0.343
C 1.250 -1.938 -0.468 -0.601
C 0.950 -0.531 -1.076 0.034
C -0.534 2.778 -2.045 -0.653
C 0.883 0.504 2.408 -0.583
O 0.138 2.166 -0.983 -0.257
O 0.716 1.160 1.204 -0.130
Si 0.042 0.833 -0.186 0.081
H -3.831 -2.269 1.590 0.160
H -2.059 -2.378 1.251 0.284
H -3.701 0.064 0.530 0.245
H 2.904 -0.612 -0.025 0.163
H 3.201 -0.925 -1.681 0.249
H 1.080 -2.877 -1.050 0.239
H 1.050 -1.988 0.572 0.120
H 0.643 -0.425 -2.156 0.303
H -1.421 3.293 -1.624 0.281
H -0.795 2.067 -2.819 0.305
H 0.055 3.604 -2.432 0.254
H -0.093 0.286 2.999 0.250
H 1.710 1.032 2.845 0.286
H 1.091 -0.544 2.219 0.208



24
Properties=species:S:1:pos:R:3:mulliken_charge:R:1 method="wB97M-V/def2-TZVPD" e_above_lowest_kj_mol=0.00 total_charge=0 multiplicity=6 orbital_gap_ev="5.97 / 9.41" homo_energy_ev="-5.624 / -9.018" lumo_energy_ev="0.3 / 0.4"
C -0.692 -1.871 -2.335 -0.694
O -1.253 -0.598 -2.133 -0.486
H -1.508 -2.568 -2.576 0.261
H 0.036 -1.875 -3.164 0.254
H -0.170 -2.219 -1.426 0.279
O 0.176 -0.055 2.802 -0.466
C -1.046 0.028 2.799 0.108
C -1.742 1.141 2.083 -0.339
O -0.883 1.974 1.429 -0.907
C -0.782 0.179 -0.953 -0.280
C 0.659 0.630 -1.083 -0.364
O 1.383 0.410 0.128 -0.091
C 2.704 -0.066 -0.098 -0.835
Cr 0.982 1.613 1.771 0.356
H -1.657 -0.758 3.281 0.385
H -2.402 1.624 2.840 0.407
H -2.458 0.629 1.395 0.271
H -1.417 1.074 -1.012 0.288
H -0.891 -0.498 -0.084 0.253
H 0.695 1.704 -1.327 0.151
H 1.149 0.070 -1.895 0.542
H 3.200 -0.143 0.874 0.253
H 2.659 -1.057 -0.575 0.281
H 3.258 0.633 -0.741 0.373



82
Properties=species:S:1:pos:R:3:mulliken_charge:R:1 method="wB97M-V/def2-TZVPD" e_above_lowest_kj_mol=339.06 total_charge=+1 multiplicity=1 orbital_gap_ev="3.13 / 3.13" homo_energy_ev="-8.016 / -8.016" lumo_energy_ev="-4.9 / -4.9"
W 0.638 -0.236 0.984 0.831
Br 0.160 4.793 1.898 -0.162
C 1.501 3.919 0.908 -0.346
C 2.518 4.633 0.300 -0.484
C 3.510 3.954 -0.398 -0.104
Br 4.893 4.983 -1.184 -0.198
C 3.513 2.569 -0.523 0.670
C 4.544 1.767 -1.168 -1.174
C 4.453 0.443 -1.175 -1.493
C 3.312 -0.341 -0.587 1.351
N 2.278 0.496 0.060 -0.216
C 2.456 1.881 0.069 0.994
C 1.472 2.536 0.798 0.326
O 0.563 1.723 1.330 -0.669
H 2.546 5.710 0.375 0.436
H 5.399 2.264 -1.606 0.352
H 5.238 -0.157 -1.619 0.554
H 3.750 -0.972 0.190 -0.304
C -2.357 -2.365 1.757 -0.766
Si -2.468 -1.457 0.114 0.389
C -4.169 -0.695 0.007 -1.120
C -2.208 -2.653 -1.307 -0.966
C -1.176 -0.091 -0.084 -1.268
H -3.105 -3.162 1.773 0.439
H -2.582 -1.695 2.592 0.204
H -1.380 -2.818 1.929 0.224
H -4.949 -1.458 0.059 0.308
H -4.296 -0.150 -0.931 0.331
H -4.335 0.008 0.826 0.304
H -2.667 -3.627 -1.121 0.302
H -1.147 -2.809 -1.518 0.268
H -2.660 -2.247 -2.215 0.384
H -1.623 0.879 0.155 0.632
H -0.930 -0.067 -1.155 0.575
N -0.123 -0.223 2.944 -0.700
C -0.400 -0.156 4.058 0.936
C -0.745 -0.038 5.434 0.117
C -1.149 -1.169 6.146 -0.367
C -1.484 -1.034 7.480 -0.689
C -1.418 0.212 8.091 -0.349
C -1.016 1.333 7.375 -0.654
C -0.678 1.218 6.040 -0.528
H -1.200 -2.131 5.652 0.504
H -1.801 -1.900 8.044 0.406
H -1.684 0.311 9.135 0.414
H -0.970 2.299 7.858 0.419
H -0.367 2.080 5.465 0.562
N 1.045 -2.000 0.713 0.597
P 2.149 -3.138 0.410 1.463
C 1.471 -4.792 0.472 0.157
C 2.274 -5.874 0.832 -0.423
C 1.744 -7.155 0.819 -0.776
C 0.418 -7.353 0.459 -0.602
C -0.384 -6.274 0.109 -0.796
C 0.140 -4.992 0.111 0.103
C 3.465 -3.075 1.637 0.098
C 4.800 -3.227 1.271 0.069
C 5.788 -3.205 2.245 -0.824
C 5.443 -3.031 3.577 -0.595
C 4.111 -2.881 3.944 -0.733
C 3.121 -2.905 2.977 -0.588
C 2.775 -2.777 -1.217 0.010
C 3.234 -3.769 -2.038 -0.430
C 3.692 -3.487 -3.335 -1.025
C 3.662 -2.156 -3.815 -0.710
C 3.202 -1.142 -3.045 -1.160
C 2.686 -1.335 -1.656 1.075
H 3.303 -5.718 1.131 0.416
H 2.363 -7.997 1.097 0.431
H 0.006 -8.353 0.454 0.401
H -1.419 -6.432 -0.165 0.455
H -0.479 -4.148 -0.158 -0.292
H 5.067 -3.353 0.228 0.471
H 6.825 -3.319 1.962 0.454
H 6.216 -3.010 4.334 0.418
H 3.849 -2.745 4.985 0.450
H 2.080 -2.790 3.258 0.531
H 3.239 -4.797 -1.692 0.433
H 4.055 -4.287 -3.964 0.426
H 4.006 -1.949 -4.820 0.441
H 3.176 -0.133 -3.437 0.528
H 1.620 -1.054 -1.679 -0.147



8
Properties=species:S:1:pos:R:3:mulliken_charge:R:1 method="wB97M-V/def2-TZVPD" e_above_lowest_kj_mol=72.49 total_charge=+1 multiplicity=1 orbital_gap_ev=9.14 homo_energy_ev=-14.273 lumo_energy_ev=-5.1
C 0.055 -0.366 0.139 0.231
N -1.231 -0.209 0.043 -0.303
N 0.904 0.450 -0.390 -0.474
I 2.829 -0.066 -0.019 0.369
H 0.353 -1.197 0.722 0.339
H -1.897 -0.644 0.678 0.278
H -1.550 0.663 -0.467 0.248
H 0.537 1.369 -0.706 0.313



16
Properties=species:S:1:pos:R:3:mulliken_charge:R:1 method="wB97M-V/def2-TZVPD" e_above_lowest_kj_mol=538.98 total_charge=0 multiplicity=3 orbital_gap_ev="4.97 / 6.13" homo_energy_ev="-3.962 / -8.523" lumo_energy_ev="1.0 / -2.4"
C -0.077 -1.155 -0.254 -0.664
C -0.844 -0.192 0.229 0.543
C 1.388 -0.754 -0.200 -0.117
C -2.318 -0.270 0.361 -1.386
N 1.114 1.002 0.511 -0.191
N 1.168 1.737 -0.716 -0.457
O -0.285 0.827 0.856 -0.230
O 2.198 -1.485 0.650 -0.492
H -0.534 -2.040 -0.495 0.487
H 1.842 -0.206 -0.954 0.578
H -2.801 -0.073 1.259 0.340
H -2.743 -1.065 -0.094 0.402
H -2.582 0.576 -0.309 0.273
H 0.261 1.522 -1.080 0.261
H 1.191 2.696 -0.405 0.305
H 3.022 -1.121 0.641 0.349



85
Properties=species:S:1:pos:R:3:mulliken_charge:R:1 method="wB97M-V/def2-TZVPD" e_above_lowest_kj_mol=138.74 total_charge=-1 multiplicity=1 orbital_gap_ev=7.26 homo_energy_ev=-5.197 lumo_energy_ev=2.1
In 1.018 -0.283 0.239 0.982
C -4.967 0.280 1.082 -0.422
C -4.748 0.312 -0.286 -0.596
C -3.612 0.918 -0.795 -0.310
C -2.686 1.496 0.067 0.639
C -2.897 1.434 1.442 -0.653
C -4.036 0.833 1.949 -0.654
P -1.131 2.327 -0.448 0.886
C -1.759 3.799 -1.329 0.104
C -2.977 4.410 -1.055 -0.482
C -3.251 5.678 -1.539 -0.670
C -2.315 6.355 -2.304 -0.470
C -1.102 5.747 -2.599 -0.703
C -0.830 4.485 -2.115 -0.354
C -0.682 1.298 -1.900 0.468
C -1.229 1.513 -3.165 0.071
C -0.842 0.742 -4.246 -0.964
C 0.132 -0.229 -4.093 -0.870
C 0.686 -0.446 -2.841 -0.422
C 0.271 0.303 -1.760 -0.462
H -5.868 -0.173 1.471 0.341
H -5.469 -0.134 -0.958 0.399
H -3.453 0.936 -1.865 0.374
H -2.148 1.852 2.101 0.418
H -4.191 0.785 3.020 0.398
H -3.708 3.889 -0.450 0.370
H -4.204 6.141 -1.312 0.384
H -2.519 7.361 -2.647 0.361
H -0.364 6.263 -3.199 0.382
H 0.123 4.020 -2.331 0.391
H -1.974 2.284 -3.300 0.442
H -1.295 0.898 -5.215 0.409
H 0.457 -0.830 -4.931 0.421
H 1.451 -1.198 -2.712 0.507
O 0.887 -2.604 2.366 -0.616
Cl 1.483 -1.451 2.948 2.057
O 2.155 -1.828 4.139 -0.852
O 2.446 -0.891 2.041 -0.633
O 0.494 -0.485 3.241 -0.617
C -1.970 -2.576 3.489 -1.171
C -2.622 -2.612 2.120 -0.326
S -1.308 -2.404 0.843 0.855
O -1.079 -0.936 0.897 -0.453
C -2.415 -2.556 -0.657 0.246
C -1.848 -3.641 -1.551 -1.179
H -2.709 -2.689 4.282 0.445
H -1.446 -1.632 3.616 0.135
H -1.228 -3.368 3.574 0.336
H -3.313 -1.783 1.989 -0.121
H -3.113 -3.567 1.944 0.557
H -2.362 -1.584 -1.146 -0.438
H -3.441 -2.758 -0.360 0.567
H -0.807 -3.411 -1.757 0.118
H -2.387 -3.695 -2.495 0.451
H -1.894 -4.610 -1.061 0.332
O 0.101 3.010 2.412 -0.700
C 1.085 2.392 2.041 -0.017
O 1.150 1.673 0.987 -0.326
C 2.385 2.535 2.806 0.311
C 2.414 3.220 4.015 -0.451
C 3.595 3.348 4.730 -0.646
C 4.764 2.806 4.230 -0.506
C 4.735 2.148 3.003 -0.210
C 3.555 1.998 2.291 -0.103
N 5.968 1.635 2.471 1.048
O 6.043 1.426 1.280 -0.590
O 6.892 1.467 3.249 -0.634
H 1.495 3.644 4.387 0.491
H 3.614 3.875 5.674 0.393
H 5.705 2.894 4.753 0.474
H 3.534 1.443 1.363 0.717
Cl 3.588 -7.237 -4.198 -0.239
C 3.243 -5.870 -3.190 0.440
C 3.981 -4.707 -3.347 -0.734
C 3.698 -3.613 -2.547 -0.370
C 2.681 -3.684 -1.605 0.058
C 1.964 -4.862 -1.447 -0.068
C 2.240 -5.960 -2.239 -0.903
C 2.246 -2.467 -0.834 0.385
O 2.995 -1.490 -0.732 -0.757
O 1.060 -2.506 -0.424 -0.266
H 4.764 -4.656 -4.087 0.405
H 4.244 -2.688 -2.656 0.479
H 1.182 -4.888 -0.704 0.495
H 1.678 -6.872 -2.121 0.415



19
Properties=species:S:1:pos:R:3:mulliken_charge:R:1 method="wB97M-V/def2-TZVPD" e_above_lowest_kj_mol=195.13 smiles="C=C/C(=C/C)CC" total_charge=0 multiplicity=1 orbital_gap_ev=9.15 homo_energy_ev=-8.280 lumo_energy_ev=0.9
C 2.619 1.436 -0.216 -0.751
C 1.367 1.434 -0.642 -0.446
C 0.310 0.412 -0.153 1.036
C 0.699 -0.455 0.808 -0.126
C -0.133 -1.571 1.330 -1.352
C -0.881 0.202 -1.036 -0.451
C -2.269 -0.073 -0.387 -1.174
H 3.421 2.028 -0.655 0.264
H 2.831 0.960 0.736 0.197
H 0.780 2.011 -1.375 0.263
H 1.704 -0.433 1.222 0.083
H -1.166 -1.445 1.673 0.297
H -0.234 -2.328 0.526 0.293
H 0.306 -2.083 2.216 0.338
H -0.615 -0.720 -1.725 0.209
H -0.900 1.085 -1.658 0.370
H -2.455 0.610 0.418 0.370
H -3.032 -0.032 -1.180 0.345
H -2.351 -1.036 0.098 0.237



The records above yield DFT total energy values of -71285.184 -19453.694 -43040.126 -205562.889 -12175.174 -11343.266 -112200.526 -7451.409 eV, respectively.
The records above yield maximum force values of 2.346 5.103 2.148 2.644 2.913 6.495 3.490 3.109 eV Å⁻¹, respectively.